Record 1
A 6-piece molecular cluster, C31H52FN4O11 overall. Source: the OMol25 dataset; level of theory: ωB97M-V/def2-TZVPD.

```
99
Properties=species:S:1:pos:R:3:forces:R:3:mulliken_charge:R:1
C 2.377991 2.934783 1.326073 0.1 0.3 0.4 -0.730
O 1.259038 2.501204 0.507170 0.2 -0.6 0.3 -0.535
C 1.354291 1.095842 0.415977 0.6 1.1 0.4 -0.218
N 0.035127 0.463161 0.570918 1.5 0.0 -0.7 0.657
N -1.124950 1.042990 0.960495 -1.0 0.3 0.3 -0.401
C -2.035524 0.056035 0.963127 -0.1 -1.8 -0.4 0.603
N -3.326003 0.180156 1.275092 -0.4 0.8 -0.3 -0.186
C -4.271945 -0.915517 1.290073 -0.6 -1.0 1.1 0.261
C -4.678461 -1.230893 2.764905 -0.1 0.5 -0.3 -1.045
F -5.392493 -0.560871 0.543129 0.4 0.3 0.2 -0.296
N -1.490064 -1.136673 0.613272 0.4 2.0 0.2 -0.340
C -0.195736 -0.816031 0.365012 -1.1 -2.3 -0.4 -0.088
C 0.723713 -1.919843 -0.092077 0.5 0.0 0.6 0.321
C 2.090003 -2.011057 0.664683 0.6 -1.1 -0.6 -0.391
C 2.268600 -3.372184 1.429566 -0.7 0.9 0.1 0.098
C 2.174169 -4.599563 0.486694 0.1 0.9 0.2 -1.484
C 1.256346 -3.388473 2.618348 0.9 0.0 -0.2 -0.891
H 3.316472 2.488658 0.948416 -0.4 0.2 0.2 0.241
H 2.177963 2.634861 2.372753 0.4 0.1 -0.5 0.374
H 2.503176 4.026227 1.309284 -0.4 -0.4 -0.3 0.392
H 1.788361 0.813056 -0.559361 -0.3 -0.2 0.4 0.299
H 1.980021 0.737787 1.253466 -0.3 0.0 -0.5 0.387
H -1.257860 2.019994 1.192668 0.6 -0.1 -0.2 0.225
H -3.676935 1.093558 1.544027 0.0 -0.3 0.0 0.250
H -3.883788 -1.829534 0.818551 0.4 0.7 0.1 0.278
H -4.638981 -2.307827 2.987212 0.1 0.5 -0.2 0.279
H -3.984738 -0.675296 3.418520 -0.3 -0.5 -0.1 0.347
H -5.700799 -0.872293 2.980451 0.4 -0.1 -0.2 0.306
H 0.910520 -1.921146 -1.186039 -0.2 0.4 0.6 -0.671
H 0.183892 -2.862575 0.110724 -0.1 0.7 -0.1 0.335
H 2.879904 -2.015058 -0.114380 -0.3 0.5 0.5 0.404
H 2.269633 -1.209171 1.398579 -0.1 -0.2 -0.4 -0.009
H 3.287487 -3.315330 1.862268 -0.4 -0.3 -0.3 0.518
H 2.844556 -4.416519 -0.374561 -0.2 -0.4 0.4 0.361
H 2.478408 -5.489777 1.058601 -0.2 0.2 -0.5 0.440
H 1.150775 -4.717828 0.085228 0.4 -0.2 0.3 0.319
H 0.316796 -2.853180 2.379557 0.3 -0.6 0.0 0.105
H 1.700453 -2.830096 3.459736 -0.3 -0.3 -0.3 0.175
H 1.087092 -4.433527 2.926468 -0.3 0.5 0.0 0.405
O 0.872245 -1.076132 4.978346 0.0 -0.2 -0.1 -0.549
C 0.558050 -1.731723 5.933898 -0.2 0.4 -0.1 0.549
O 0.370037 -3.071229 5.888586 0.1 0.2 -0.1 -0.300
C -0.104152 -3.539972 7.164047 -0.1 -0.2 0.3 -0.461
C 0.328215 -2.481806 8.161618 0.0 0.1 0.3 -0.506
C 0.272189 -1.210913 7.325301 0.3 -0.4 0.3 -0.486
H -1.190393 -3.645233 7.113033 0.0 0.0 0.0 0.265
H 0.333194 -4.512904 7.378984 0.0 0.0 -0.2 0.316
H -0.294959 -2.451508 9.053933 0.0 -0.1 -0.1 0.332
H 1.356859 -2.667824 8.477004 0.0 0.0 0.0 0.275
H -0.720727 -0.757558 7.336346 0.1 0.1 -0.1 0.274
H 1.024237 -0.488546 7.632885 -0.2 0.2 -0.2 0.301
O -7.674573 3.408411 -4.562160 -0.2 -0.2 0.1 -0.554
C -7.291416 2.920719 -3.541642 0.0 0.5 -0.3 0.463
O -8.090041 2.217406 -2.696085 0.1 0.0 -0.1 -0.357
C -7.356086 1.862434 -1.514874 0.0 -0.1 0.2 -0.469
C -5.894689 1.915415 -1.923208 0.3 0.0 0.1 -0.234
C -5.892403 3.019214 -2.971072 0.1 -0.5 0.3 -0.141
H -7.594587 2.582357 -0.727626 0.0 0.0 0.0 0.272
H -7.655634 0.869343 -1.184996 -0.2 0.1 -0.1 0.310
H -5.220479 2.099302 -1.086625 -0.1 0.0 0.0 0.167
H -5.605266 0.969407 -2.385988 0.0 0.0 0.1 0.249
H -5.761176 4.006648 -2.525013 0.0 0.0 -0.1 0.323
H -5.144979 2.846571 -3.741714 -0.1 0.3 -0.1 -0.017
O 2.177786 -2.038927 -2.697784 -0.2 -0.1 -0.1 -0.705
C 1.665234 -2.035860 -3.789613 0.5 0.0 -0.2 0.579
O 0.618740 -2.821161 -4.111539 0.2 0.1 0.3 -0.367
C 0.308758 -2.668555 -5.511310 -0.1 0.0 -0.5 -0.602
C 0.889640 -1.321407 -5.897367 -0.2 0.2 -0.2 0.166
C 2.100589 -1.221007 -4.984184 -0.4 0.1 -0.2 -0.584
H 0.765981 -3.495828 -6.059522 0.0 0.0 0.1 0.283
H -0.769816 -2.708922 -5.651336 0.0 -0.1 0.2 0.357
H 1.128747 -1.244584 -6.957862 0.0 -0.1 0.0 0.455
H 0.180602 -0.521093 -5.652211 0.4 -0.6 -0.2 -0.147
H 2.986313 -1.684732 -5.423718 0.1 0.1 0.1 0.341
H 2.309850 -0.191633 -4.700282 0.2 -0.1 0.1 0.255
O -0.351082 1.153139 -5.137443 0.0 0.7 0.0 -0.699
C -0.648088 2.151603 -5.739473 -0.1 0.0 0.4 0.425
O 0.153258 2.725199 -6.660405 -0.1 -0.2 0.2 -0.373
C -0.433859 3.958114 -7.118382 -0.1 0.3 -0.2 -0.417
C -1.915039 3.826297 -6.818581 -0.3 0.1 0.0 -0.628
C -1.911028 2.964968 -5.563418 -0.1 0.1 -0.5 -0.174
H 0.029454 4.785206 -6.575965 0.0 -0.1 0.0 0.268
H -0.237368 4.081529 -8.181270 0.2 -0.2 0.1 0.332
H -2.416453 4.784819 -6.695733 0.1 0.0 0.0 0.337
H -2.411497 3.289782 -7.629530 0.0 0.0 0.0 0.295
H -1.821576 3.564919 -4.655636 0.0 -0.1 0.1 0.261
H -2.785513 2.320512 -5.510121 0.1 -0.1 0.3 0.208
O 4.716811 3.606480 3.246096 0.2 0.0 0.0 -0.572
C 5.609333 2.836397 3.023423 -0.3 0.1 -0.2 0.545
O 6.907437 3.206036 2.940165 -0.2 0.0 0.1 -0.359
C 7.713777 2.078574 2.556898 0.3 -0.2 -0.1 -0.438
C 6.899745 0.857849 2.944195 0.0 -0.3 0.0 -0.571
C 5.472706 1.351126 2.753672 0.4 -0.2 0.3 -0.190
H 7.897444 2.132726 1.481273 0.0 0.0 0.0 0.248
H 8.667717 2.120330 3.078530 -0.1 0.2 0.0 0.334
H 7.143947 -0.026513 2.357344 0.0 0.1 0.0 0.344
H 7.067304 0.619091 3.996337 0.0 0.0 0.0 0.288
H 5.125003 1.207187 1.728415 -0.1 0.0 0.0 0.108
H 4.785164 0.888404 3.458734 -0.2 0.1 -0.2 0.278
```
Forces are in eV/Å.

The value obtained for the LUMO energy is -2.3462 eV. The value obtained for the energy is -2358.7695 Eh. As for the HOMO-LUMO gap: 0.350 Ha. The value obtained for the HOMO energy is -11.87 eV. The molecular weight is 675.8 g/mol. As for the spin multiplicity: 1. Its net charge is +1.

Record 2
One molecule with the formula C14H19Cl6NO2. Source: the OMol25 dataset; level of theory: ωB97M-V/def2-TZVPD.

```
42
Properties=species:S:1:pos:R:3:forces:R:3:mulliken_charge:R:1
O 0.027197 -1.853597 -0.038872 1.3 -1.9 0.3 -0.617
O 1.463129 1.452792 2.484948 -1.2 4.0 2.7 -0.514
Cl -4.321156 -2.060023 -3.626085 0.0 0.0 0.1 -0.108
Cl -6.829469 -1.771585 -2.132574 1.3 0.6 0.0 -0.149
Cl -4.661066 0.336598 -2.038316 -0.5 -0.9 0.0 -0.141
Cl 5.313648 2.577578 -2.044441 -0.3 -0.1 -0.4 -0.141
Cl 2.683082 3.456937 -2.997713 0.3 -0.3 0.2 -0.116
Cl 3.189305 0.584841 -2.589510 0.3 1.2 0.4 -0.134
C -0.686449 -0.899488 -0.132785 1.8 0.8 -0.1 0.232
C 1.811024 0.661960 1.715503 0.7 -5.5 -0.7 -0.046
C -2.099836 -1.048002 -0.448811 -3.2 -1.5 -1.1 -0.219
C -2.841545 -2.185782 -0.820835 2.3 2.3 2.0 -0.555
N -0.150177 0.387845 0.044139 -1.6 0.3 0.2 -0.041
C 2.129928 -0.936217 3.735331 0.3 0.1 1.5 -1.314
C 2.525402 -0.651945 2.326255 -0.4 0.5 -1.7 -0.005
C -4.830166 -3.750609 -0.806929 -0.2 -0.3 -0.8 -1.426
C -4.997055 -1.436907 -2.126439 -0.3 -1.0 1.2 0.419
C 3.218093 3.889507 0.128681 1.4 -1.2 0.0 -1.695
C 3.555695 2.287128 -1.981376 0.2 -0.4 1.6 0.621
C 1.599451 2.088625 -0.312088 -0.9 1.0 1.2 -1.475
C 1.309855 0.717642 0.285146 -1.3 0.6 -1.6 0.332
C -4.397137 -2.221820 -0.818026 0.5 -0.8 -1.8 0.095
C 3.140535 2.445091 -0.449333 -2.5 1.1 -0.2 0.004
H -2.620452 -0.111173 -0.374629 -0.6 0.2 0.1 0.217
H -2.245466 -3.140878 -0.885565 -1.0 1.0 -0.1 0.422
H -0.888707 1.110868 -0.107954 1.6 -0.3 0.5 0.280
H 2.606066 -0.283951 4.514444 -0.7 -0.2 -0.9 0.265
H 2.533989 -1.929892 3.936900 -0.2 -0.1 0.2 0.403
H 1.051615 -0.965715 3.853202 -0.1 0.1 0.2 0.347
H 3.608847 -0.521346 2.402891 0.1 0.0 -0.9 0.243
H 2.221993 -1.563573 1.738288 0.6 1.1 0.0 0.345
H -4.871956 -4.216033 -1.855963 -0.2 0.9 1.5 0.293
H -4.226991 -4.460358 -0.228423 0.9 0.8 -0.2 0.447
H -5.747096 -3.917859 -0.246477 -0.6 0.5 -0.7 0.385
H 2.836116 3.851659 1.139074 0.6 -0.3 0.6 0.435
H 4.184719 4.383012 0.039032 0.1 -0.2 0.3 0.359
H 2.514653 4.515507 -0.288697 -1.5 1.3 -1.6 0.497
H 1.153093 2.062464 -1.337421 0.0 0.6 1.1 0.464
H 1.092310 2.806299 0.482766 0.8 -0.9 -2.2 0.289
H 1.844379 0.130227 -0.390414 0.9 -2.0 -0.4 0.253
H -4.890180 -1.669997 -0.009724 0.6 -0.2 0.1 0.554
H 3.690780 1.850170 0.262802 0.7 -0.7 -0.6 0.493
```
Forces are in eV/Å.

The value obtained for the LUMO energy is -0.0845 eV. Its SMILES is CCC(=O)[C@H](C[C@H](C)C(Cl)(Cl)Cl)NC(=O)/C=C/[C@H](C)C(Cl)(Cl)Cl. The value obtained for the energy is -3511.1664 Eh. As for the HOMO-LUMO gap: 0.344 Ha. The value obtained for the HOMO energy is -9.45 eV. The molecular weight is 446.0 g/mol. As for the spin multiplicity: 1. Its net charge is 0.

Record 3
A 9-piece molecular cluster, C22H44FN3O26S5 overall. Source: the OMol25 dataset; level of theory: ωB97M-V/def2-TZVPD.

```
101
Properties=species:S:1:pos:R:3:forces:R:3:mulliken_charge:R:1
C 4.020102 0.020378 1.880569 -0.1 -0.5 -0.3 0.333
C 5.216257 -0.469045 1.066291 0.6 0.1 1.6 0.515
O 5.884552 -1.396130 1.481994 -0.1 0.0 -0.8 -0.622
N 5.507609 0.256261 -0.030308 -0.3 1.0 -1.0 -0.113
C 6.596350 0.034617 -0.963365 0.4 -0.7 1.0 -0.980
H 4.153986 -0.233425 2.928633 0.3 0.2 0.0 0.282
H 3.171002 -0.588051 1.561874 -0.1 0.2 -0.1 -0.579
H 3.818063 1.085705 1.757400 -0.1 0.0 0.0 0.057
H 5.061388 1.152546 -0.117928 -0.3 -0.2 0.0 0.193
H 6.410516 0.520961 -1.915027 -0.2 0.0 0.0 0.340
H 6.713507 -1.041935 -1.083418 0.0 0.0 -0.2 0.307
H 7.535693 0.393138 -0.533036 0.1 0.1 -0.2 0.331
C -4.533349 2.585466 -0.962043 -0.3 1.0 -1.8 -0.741
C -3.169663 3.235641 -0.963343 0.4 -0.6 1.4 0.653
O -2.240784 2.659031 -1.509415 0.2 0.2 -0.3 -0.586
N -2.989371 4.393973 -0.268579 -0.5 -0.6 -0.2 -0.156
C -1.675529 4.895658 0.043435 0.4 0.5 0.1 -0.784
H -4.655515 2.534325 -2.052437 -0.5 -0.4 0.1 0.262
H -5.370960 3.203051 -0.638471 0.2 0.0 0.4 0.465
H -4.591251 1.571848 -0.587627 0.3 0.1 0.3 -0.154
H -3.775285 4.729089 0.258838 0.0 0.1 0.0 0.287
H -1.655003 5.297308 1.057053 -0.1 -0.1 0.0 0.381
H -1.369300 5.705375 -0.622807 0.0 -0.1 -0.1 0.364
H -0.934077 4.102199 -0.021446 -0.1 -0.1 -0.1 0.031
C 3.826349 -3.144063 5.197782 -0.4 0.4 -0.1 -1.194
C 4.075763 -3.313441 3.710008 1.0 0.4 -0.1 0.728
O 5.179527 -3.486517 3.232567 -0.2 -0.5 0.3 -0.582
N 2.977274 -3.190682 2.926141 -1.2 0.2 -0.3 0.005
C 2.917319 -3.633409 1.536806 0.7 -0.7 0.5 -1.021
H 4.586329 -3.634930 5.797338 -0.1 -0.4 -0.2 0.335
H 2.808819 -3.489379 5.387927 0.2 -0.2 0.5 0.344
H 3.860979 -2.098529 5.514674 0.0 0.1 -0.3 0.253
H 2.083646 -3.065205 3.368713 0.1 0.0 0.2 0.243
H 1.913939 -3.571980 1.130675 0.0 0.4 0.1 0.286
H 3.171685 -4.697729 1.530589 0.1 0.0 -0.3 0.374
H 3.650614 -3.117465 0.922787 -0.1 0.1 -0.1 0.233
C -0.113564 0.838849 -0.633133 0.0 -0.2 -1.2 1.907
C 1.067491 0.228607 0.113321 -1.0 0.2 0.0 0.410
O 2.085308 0.075301 -0.842391 -0.4 0.1 0.9 -0.055
C 1.653518 0.584946 -2.018557 1.6 -1.1 -1.6 0.419
O 2.288676 0.459623 -3.032267 -0.4 0.4 0.6 -0.675
O 0.481013 1.141864 -1.919747 -1.0 1.2 0.2 -0.263
F 0.705669 -0.983390 0.621577 0.4 -0.1 0.1 -0.264
H -0.540465 1.707444 -0.146825 0.1 0.2 -0.3 -0.702
H -0.917037 0.170221 -0.945598 0.0 -0.3 0.9 -0.842
H 1.359348 0.908927 0.916562 0.4 -0.5 0.2 -0.042
C -1.996274 0.311839 -4.119072 0.1 -0.5 -0.3 0.681
C -3.404116 0.463050 -4.654449 -0.2 0.8 0.7 -0.028
O -3.483567 -0.410835 -5.762606 0.6 -0.7 -1.0 -0.392
S -2.060636 -0.509818 -6.534188 -0.2 1.7 0.8 1.113
O -2.021450 0.325597 -7.707692 -0.1 -1.0 1.5 -0.569
O -1.702433 -1.880101 -6.602955 0.1 -0.2 -0.1 -0.541
O -1.225191 0.214452 -5.322131 0.2 -0.2 -1.5 -0.337
H -1.862835 -0.631246 -3.576527 -0.2 0.1 0.1 -0.437
H -1.595053 1.129574 -3.525417 -0.2 0.1 -0.1 0.101
H -3.603208 1.474732 -5.018352 0.1 0.0 0.2 0.383
H -4.149402 0.164410 -3.919670 -0.1 0.0 -0.2 0.002
C -3.038675 -2.314829 -1.106154 0.5 -0.5 0.4 0.174
C -3.926218 -3.120770 -0.157086 1.6 -0.6 -0.2 -0.338
O -5.232106 -2.879436 -0.608811 -1.6 0.9 -0.7 -0.413
S -5.375222 -1.497855 -1.471380 1.2 -0.6 0.4 1.173
O -6.140659 -0.539213 -0.737695 0.4 -0.4 -0.3 -0.558
O -5.695127 -1.785505 -2.841592 0.3 0.1 1.3 -0.593
O -3.792358 -1.129347 -1.303446 -1.3 0.8 -0.6 0.011
H -2.834250 -2.811097 -2.058557 -0.2 -0.1 0.0 0.199
H -2.089087 -2.043490 -0.647701 -0.1 0.1 0.0 -0.237
H -3.744366 -2.834432 0.882298 -0.4 0.3 -0.1 0.255
H -3.715477 -4.188673 -0.229715 -0.2 0.1 -0.1 0.324
C 2.249294 3.821573 2.673336 0.9 1.3 -0.6 -0.006
C 3.478499 4.757408 2.754219 0.6 0.6 -0.4 -0.360
O 3.891970 4.861344 4.125120 -1.1 -0.9 0.7 -0.328
S 2.900706 3.977474 5.054729 0.8 -0.7 1.1 1.046
O 1.890938 4.793596 5.652538 0.3 -0.2 -1.0 -0.543
O 3.656355 3.122357 5.915866 -0.3 0.6 -0.8 -0.542
O 2.334832 3.046613 3.855483 -0.4 0.4 0.2 -0.171
H 2.337774 3.226872 1.767179 -0.1 -0.5 0.3 0.144
H 1.372352 4.461546 2.554817 -0.4 -0.4 0.6 0.214
H 3.275941 5.779147 2.430716 -0.2 -0.2 -0.2 0.292
H 4.342956 4.387027 2.201196 -0.1 -0.1 0.0 0.270
C -4.432031 0.090235 3.995463 -0.6 1.0 -0.1 -0.309
C -5.184108 0.378209 2.661596 0.1 -0.8 0.0 -0.310
O -4.270402 1.080730 1.836699 1.3 0.9 -0.3 -0.198
S -2.738343 0.787067 2.262356 -1.3 -0.3 0.2 1.149
O -1.917747 1.916733 1.964677 -0.7 -0.3 0.7 -0.547
O -2.340301 -0.473972 1.724358 -0.2 0.0 0.4 -0.453
O -3.126575 0.654657 3.843272 1.4 0.0 -1.2 -0.370
H -4.424710 -0.951776 4.301974 0.3 0.0 -0.2 0.283
H -4.872527 0.715378 4.769798 -0.1 -0.3 0.2 0.271
H -6.052871 1.004560 2.845634 0.0 0.0 -0.2 0.332
H -5.453186 -0.509236 2.085904 -0.2 -0.1 0.4 0.144
C 0.627950 -2.271017 -3.913926 -0.8 0.6 0.4 0.250
C 1.133883 -3.639324 -4.335787 0.9 0.0 -0.4 -0.444
O 0.767476 -4.561892 -3.315574 -0.6 0.1 1.5 -0.417
S 0.794903 -3.804374 -1.857281 0.5 0.3 -2.2 1.216
O 2.156216 -3.748201 -1.428471 -0.8 0.2 0.0 -0.557
O -0.223253 -4.325983 -1.003637 0.3 0.5 -0.5 -0.620
O 0.329996 -2.373682 -2.508067 0.3 -1.1 1.9 -0.104
H -0.347471 -1.982712 -4.302034 0.3 -0.3 -0.7 -0.140
H 1.321487 -1.437135 -4.018903 0.2 -0.3 -0.3 0.206
H 2.223098 -3.631582 -4.424670 0.0 0.0 0.1 0.290
H 0.733471 -3.995697 -5.281463 -0.3 0.1 0.1 0.358
```
Forces are in eV/Å.

The value obtained for the LUMO energy is -0.2017 eV. Its SMILES is O=C1OC[C@@H](F)O1.O=S1(=O)OCCO1.O=S1(=O)OCCO1.O=S1(=O)OCCO1.O=S1(=O)OCCO1.O=S1(=O)OCCO1.CNC(C)=O.CNC(C)=O.CNC(C)=O. The value obtained for the energy is -5075.9189 Eh. As for the HOMO-LUMO gap: 0.317 Ha. The value obtained for the HOMO energy is -8.82 eV. The molecular weight is 945.9 g/mol. As for the spin multiplicity: 1. Its net charge is 0.

- Which formula does entry 3 have?
  C22H44FN3O26S5